No. 1
# C20H33N5O4

One molecule with the formula C20H33N5O4 (wB97M-V/def2-TZVPD, OMol25).

The calculation puts the highest occupied orbital energy at -9.259 eV. The calculation puts the LUMO energy at 0.69 eV. The calculation puts the energy above the lowest of the compared OMol25 structures with the same formula, charge and spin at 9.1 kcal/mol. The calculation puts the frontier orbital gap at 9.949 eV. As for the SMILES: CCO[C@H]1CCN(C(=O)CO[C@H]2C[C@@H](NC(=O)CCc3ncnn3C)C2)C[C@@H]1C.

Each line ends with the Mulliken charge.
CARTESIAN COORDINATES (ANGSTROEM)
C1 -5.9044 1.6299 -3.0918  -1.322
C2 -4.9140 1.2383 -2.0197  -0.079
O1 -3.7512 2.0304 -2.1789  -0.344
C3 -2.8002 1.9044 -1.1390  0.073
C4 -2.0435 0.5793 -1.2181  -0.976
C5 -0.9348 0.5179 -0.1704  -0.484
N1 -0.0487 1.6654 -0.3028  0.244
C6 1.1640 1.6284 -0.9206  0.970
O2 1.7571 2.6334 -1.2733  -0.687
C7 1.7569 0.2394 -1.1560  -0.239
O3 3.1093 0.2146 -1.5165  -0.479
C8 4.0027 1.1180 -0.8676  -0.020
C9 3.7914 1.1923 0.6619  -0.603
C10 4.7428 -0.0142 0.8063  -0.356
N2 4.0217 -1.2753 0.7706  -0.200
C11 3.2511 -1.6643 1.8166  0.318
O4 3.2562 -1.0789 2.8851  -0.680
C12 2.2813 -2.7978 1.5350  -0.280
C13 0.8506 -2.3249 1.8219  1.487
C14 -0.1460 -3.4134 1.6325  -0.056
N3 -0.8236 -3.6527 0.5226  -0.666
C15 -1.5480 -4.7532 0.8427  -0.250
N4 -1.3471 -5.2157 2.0569  -1.069
N5 -0.4514 -4.3385 2.5570  0.857
C16 0.0148 -4.4794 3.9199  -0.785
C17 5.3011 0.3368 -0.5877  -1.162
C18 -0.7415 2.9383 -0.1833  -1.569
C19 -1.8457 3.0903 -1.2303  0.902
C20 -2.5685 4.4170 -1.0531  -1.762
H1 -6.8144 1.0357 -3.0031  0.410
H2 -6.1656 2.6843 -3.0031  0.315
H3 -5.4775 1.4624 -4.0806  0.308
H4 -5.3375 1.4057 -1.0201  0.308
H5 -4.6708 0.1725 -2.1018  0.224
H6 -3.3190 1.9581 -0.1654  0.264
H7 -2.7221 -0.2626 -1.0703  0.541
H8 -1.6104 0.4902 -2.2193  0.103
H9 -1.3737 0.5407 0.8328  0.178
H10 -0.3867 -0.4166 -0.2508  0.177
H11 1.6070 -0.3582 -0.2432  -0.179
H12 1.2114 -0.2508 -1.9652  0.433
H13 4.0655 2.0543 -1.4125  0.547
H14 4.2371 2.1043 1.0562  0.332
H15 2.7877 1.0846 1.0725  0.236
H16 5.4262 -0.0034 1.6544  0.517
H17 3.7728 -1.6257 -0.1439  0.410
H18 2.3638 -3.1544 0.5074  0.307
H19 2.5368 -3.6323 2.1927  0.473
H20 0.8102 -1.9103 2.8292  0.392
H21 0.5873 -1.5209 1.1298  -1.417
H22 -2.2272 -5.2364 0.1600  0.478
H23 0.8300 -3.7815 4.0957  0.330
H24 -0.7955 -4.2718 4.6168  0.282
H25 0.3701 -5.4951 4.0770  0.288
H26 5.5251 -0.4864 -1.2670  0.338
H27 6.1597 1.0021 -0.5121  0.334
H28 -1.1829 2.9910 0.8197  0.357
H29 -0.0105 3.7363 -0.2837  0.558
H30 -1.3721 3.0618 -2.2186  0.210
H31 -3.0318 4.4662 -0.0631  0.364
H32 -1.8744 5.2541 -1.1410  0.446
H33 -3.3509 4.5365 -1.7997  0.354

---

No. 2
# C20H33NO3

One molecule with the formula C20H33NO3 (wB97M-V/def2-TZVPD, OMol25).

The calculation puts the highest occupied orbital energy at -8.095 eV. The calculation puts the LUMO energy at 0.82 eV. The calculation puts the energy above the lowest of the compared OMol25 structures with the same formula, charge and spin at 6.9 kcal/mol. The calculation puts the frontier orbital gap at 8.910 eV. As for the SMILES: CCN(CC)CCOCCOC(=O)C(CC)(CC)c1ccccc1.

Each line ends with the Mulliken charge.
CARTESIAN COORDINATES (ANGSTROEM)
C1 -5.5010 -0.2861 -0.1553  -1.394
C2 -4.5258 0.6555 -0.8558  -0.467
N1 -3.2632 0.7323 -0.1469  0.470
C3 -2.5456 1.9760 -0.3226  -0.262
C4 -2.1151 2.3006 -1.7589  -1.063
C5 -2.4428 -0.4619 -0.2483  -0.029
C6 -2.3415 -1.1570 1.1241  -0.408
O1 -2.1107 -2.5509 1.0413  -0.440
C7 -0.7761 -2.9706 0.9744  -0.524
C8 -0.0895 -2.7520 -0.3845  -0.886
O2 0.6135 -1.5126 -0.4304  0.012
C9 1.9443 -1.5589 -0.3022  -0.583
O3 2.5656 -2.5814 -0.1716  -0.640
C10 2.5803 -0.1722 -0.3977  2.746
C11 3.9655 -0.2623 0.2873  -1.087
C12 4.7505 1.0427 0.2871  -1.235
C13 2.7624 0.1183 -1.9031  -1.462
C14 1.4733 0.1076 -2.7178  -0.891
C15 1.7405 0.8409 0.3505  -0.254
C16 1.5139 2.1329 -0.1060  0.061
C17 0.8022 3.0402 0.6615  -0.945
C18 0.3023 2.6740 1.8981  -0.622
C19 0.5289 1.3916 2.3689  -0.917
C20 1.2463 0.4911 1.6046  0.032
H1 -6.4572 -0.2802 -0.6735  0.445
H2 -5.6554 0.0383 0.8702  0.328
H3 -5.1205 -1.3035 -0.1427  0.268
H4 -4.9577 1.6592 -0.8708  0.481
H5 -4.3965 0.3275 -1.9023  0.314
H6 -3.1865 2.7824 0.0479  0.489
H7 -1.6627 1.9324 0.3187  -0.131
H8 -1.5313 1.4837 -2.1772  0.168
H9 -1.5046 3.1998 -1.7657  0.427
H10 -2.9814 2.4645 -2.3952  0.372
H11 -2.8911 -1.1736 -0.9505  0.332
H12 -1.4387 -0.2187 -0.6057  -0.538
H13 -1.5700 -0.6737 1.7356  0.084
H14 -3.3033 -1.0541 1.6321  0.429
H15 -0.8122 -4.0438 1.1795  0.321
H16 -0.1743 -2.4813 1.7544  0.299
H17 -0.8381 -2.7251 -1.1784  0.322
H18 0.6268 -3.5587 -0.5693  0.713
H19 3.8122 -0.5803 1.3205  0.364
H20 4.5432 -1.0435 -0.2091  0.465
H21 5.6575 0.9196 0.8741  0.444
H22 4.1644 1.8462 0.7278  0.273
H23 5.0411 1.3335 -0.7188  0.291
H24 3.2472 1.0885 -2.0121  0.504
H25 3.4452 -0.6343 -2.3053  0.371
H26 1.0753 -0.8991 -2.8137  0.253
H27 0.7150 0.7308 -2.2513  0.017
H28 1.6682 0.4889 -3.7184  0.503
H29 1.8980 2.4545 -1.0608  0.423
H30 0.6393 4.0410 0.2885  0.451
H31 -0.2559 3.3817 2.4924  0.391
H32 0.1512 1.0962 3.3371  0.388
H33 1.4359 -0.5008 1.9919  0.528

---

No. 3
# C20H34As2N2O3S3W

C20H34As2N2O3S3W as an isolated structure (wB97M-V/def2-TZVPD, OMol25).

The charge is +4. The calculation puts the highest occupied orbital energy (spin up / spin down) at -20.667 / -20.667 eV. The calculation puts the LUMO energy (spin up / spin down) at -15.36 / -15.46 eV. The calculation puts the energy above the lowest of the compared OMol25 structures with the same formula, charge and spin at 35.7 kcal/mol. The calculation puts the frontier orbital gap (spin up / spin down) at 5.308 / 5.211 eV.

Each line ends with the Mulliken charge.
CARTESIAN COORDINATES (ANGSTROEM)
W1 -0.0609 -0.0099 -0.0268  -0.007
C1 2.5057 0.3699 -2.3890  -0.909
C2 3.3539 -0.7028 -1.7177  -0.894
S1 2.7887 -1.1585 -0.0592  0.368
C3 2.9276 -2.9576 0.0430  -0.848
C4 1.5180 -3.5179 0.2595  -0.740
S2 0.2488 -2.6707 -0.7377  0.198
C5 0.9089 -2.8249 -2.4187  -1.062
C6 0.6696 -1.5843 -3.2704  -0.973
S3 0.7144 0.0186 -2.4215  0.294
H1 2.8094 0.4597 -3.4352  0.794
H2 2.6188 1.3482 -1.9312  0.331
H3 4.3651 -0.2982 -1.5883  0.660
H4 3.4492 -1.5980 -2.3287  0.404
H5 3.5547 -3.1750 0.9111  0.496
H6 3.4324 -3.3570 -0.8351  0.543
H7 1.1869 -3.4185 1.2933  0.366
H8 1.4475 -4.5770 -0.0001  0.596
H9 0.4014 -3.6746 -2.8813  0.673
H10 1.9617 -3.0856 -2.3684  0.429
H11 -0.2855 -1.6248 -3.7804  0.469
H12 1.4242 -1.5004 -4.0567  0.662
N1 -2.7698 0.4575 2.0658  -0.488
C7 -1.9337 -0.4040 2.9012  -0.978
C8 -0.5557 -0.1703 2.3615  0.720
O1 0.0075 -1.1247 1.5612  -0.522
N2 -0.0149 0.9942 2.4335  -0.217
C9 1.4068 1.3056 2.3615  -0.425
C10 1.5142 2.1654 1.1157  0.172
O2 1.4731 3.3282 1.0088  -0.347
O3 1.4145 1.2801 -0.0181  -0.034
H13 -2.6490 1.4160 2.3777  0.236
H14 -3.7547 0.2300 2.1744  0.291
H15 -2.2069 -1.4506 2.7762  0.438
H16 -1.9416 -0.1649 3.9687  0.502
H17 2.0433 0.4204 2.3288  0.265
H18 1.6549 1.9552 3.2019  0.430
C11 -2.5237 -2.0405 -2.6658  -1.463
As1 -2.4700 -0.8765 -1.1095  1.331
C12 -3.5846 -1.9018 0.1039  -1.125
C13 -3.4530 0.6432 -1.7329  0.557
C14 -4.6496 0.4464 -2.4190  -0.803
C15 -5.3769 1.5418 -2.8664  -0.907
C16 -4.9175 2.8303 -2.6318  -0.863
C17 -3.7245 3.0324 -1.9472  -1.006
C18 -2.9963 1.9323 -1.4981  0.559
As2 -1.3583 2.2891 -0.5799  1.062
C19 -0.2533 3.2743 -1.8278  -1.108
C20 -1.7847 3.4740 0.8917  -1.285
H19 -3.5473 -2.4248 -2.6658  0.598
H20 -1.8673 -2.9040 -2.6252  0.510
H21 -2.3887 -1.4525 -3.5714  0.435
H22 -4.5766 -1.8589 -0.3545  0.486
H23 -3.6304 -1.4913 1.1027  0.225
H24 -3.2497 -2.9382 0.1302  0.436
H25 -5.0434 -0.5454 -2.6133  0.408
H26 -6.3071 1.3880 -3.3975  0.467
H27 -5.4884 3.6811 -2.9801  0.475
H28 -3.3939 4.0511 -1.7768  0.413
H29 -0.7241 4.2563 -1.9218  0.537
H30 -0.2819 2.7788 -2.7960  0.422
H31 0.7579 3.4055 -1.4548  0.352
H32 -1.8908 4.4629 0.4378  0.531
H33 -1.0052 3.5190 1.6463  0.379
H34 -2.7431 3.1761 1.3067  0.485